{
  "formula": "C31H50ErO3P2S",
  "method": "wB97M-V/def2-TZVPD",
  "elements": ["Er", "C", "C", "C", "C", "C", "C", "H", "H", "H", "C", "H", "H", "H", "C", "H", "H", "H", "C", "H", "H", "H", "C", "H", "H", "H", "C", "C", "C", "C", "C", "C", "C", "C", "H", "H", "H", "H", "H", "H", "H", "H", "H", "H", "H", "H", "P", "P", "C", "C", "H", "H", "H", "H", "C", "H", "H", "H", "C", "H", "H", "H", "C", "H", "H", "H", "C", "H", "H", "H", "C", "C", "C", "C", "C", "C", "C", "S", "O", "O", "O", "H", "H", "H", "H", "H", "H", "H"],
  "positions_angstrom": [[-0.600, 0.140, 1.972], [-1.543, 2.434, 2.625], [-2.055, 1.989, 1.358], [-2.830, 0.556, 3.003], [-1.966, 1.507, 3.624], [-2.898, 0.849, 1.600], [-1.053, 3.811, 2.902], [-1.624, 4.545, 2.306], [0.012, 3.903, 2.650], [-1.159, 4.069, 3.966], [-1.866, 1.693, 5.102], [-1.710, 2.749, 5.364], [-1.038, 1.107, 5.541], [-2.800, 1.385, 5.603], [-3.531, -0.521, 3.743], [-3.886, -0.145, 4.712], [-2.878, -1.391, 3.941], [-4.419, -0.860, 3.199], [-3.510, -0.056, 0.588], [-4.610, 0.014, 0.602], [-3.255, -1.113, 0.788], [-3.176, 0.193, -0.429], [-1.720, 2.632, 0.056], [-2.483, 3.402, -0.164], [-1.682, 1.916, -0.785], [-0.727, 3.116, 0.099], [2.618, 0.939, -1.828], [1.975, 2.110, -1.907], [0.856, 2.509, -2.827], [0.520, 1.609, -4.039], [-0.512, 0.544, -3.814], [-0.364, -0.547, -3.042], [0.620, -0.644, -1.912], [2.085, -0.354, -2.370], [1.193, 3.473, -3.242], [1.449, 1.171, -4.438], [-0.054, 2.781, -2.262], [2.141, -0.389, -3.461], [3.608, 0.854, -1.356], [2.289, 2.942, -1.285], [2.758, -1.160, -2.051], [0.364, 0.086, -1.113], [-1.090, -1.367, -3.114], [0.578, -1.630, -1.412], [0.124, 2.248, -4.846], [-1.467, 0.668, -4.355], [0.484, -3.200, -3.777], [-1.998, -4.846, -2.957], [0.185, -4.762, -4.779], [-0.752, -5.730, -4.058], [1.172, -5.224, -4.928], [-0.206, -4.463, -5.765], [-1.304, -6.339, -4.792], [-0.185, -6.414, -3.404], [-3.016, -6.382, -2.750], [-3.976, -6.124, -2.285], [-2.470, -7.089, -2.110], [-3.194, -6.843, -3.733], [-2.994, -4.135, -4.349], [-3.036, -4.826, -5.201], [-2.574, -3.175, -4.672], [-4.013, -3.971, -3.977], [2.060, -3.744, -3.020], [2.391, -3.042, -2.251], [2.818, -3.821, -3.806], [1.907, -4.724, -2.556], [1.067, -2.137, -5.195], [1.131, -2.732, -6.130], [2.060, -1.736, -4.920], [0.352, -1.300, -5.317], [4.008, 4.968, 6.763], [3.434, 4.057, 5.725], [4.303, 3.459, 4.812], [3.841, 2.444, 3.968], [2.475, 2.096, 3.934], [1.622, 2.699, 4.861], [2.082, 3.708, 5.712], [1.995, 0.692, 2.924], [1.323, 1.172, 1.624], [3.130, -0.168, 2.772], [0.807, 0.091, 3.677], [4.581, 4.362, 7.477], [4.702, 5.708, 6.353], [3.230, 5.501, 7.316], [5.348, 3.775, 4.793], [4.540, 1.872, 3.369], [0.594, 2.350, 4.954], [1.396, 4.206, 6.401]],
  "mulliken_spin": [3.040, -0.009, 0.006, 0.002, -0.009, -0.012, -0.002, 0.000, 0.000, 0.000, 0.000, 0.000, 0.000, 0.000, 0.000, 0.000, -0.001, 0.000, -0.004, 0.000, 0.001, -0.001, -0.001, 0.000, -0.001, 0.000, 0.000, 0.000, 0.000, 0.000, 0.000, 0.000, 0.000, 0.000, 0.000, 0.000, 0.000, 0.000, 0.000, 0.000, 0.000, 0.001, 0.000, 0.000, 0.000, 0.000, 0.000, 0.000, 0.000, 0.000, 0.000, 0.000, 0.000, 0.000, 0.000, 0.000, 0.000, 0.000, 0.000, 0.000, 0.000, 0.000, 0.000, 0.000, 0.000, 0.000, 0.000, 0.000, 0.000, 0.000, 0.000, 0.000, 0.000, 0.000, 0.000, 0.000, 0.000, -0.003, -0.003, 0.000, -0.004, 0.000, 0.000, 0.000, 0.000, 0.000, 0.000, 0.000],
  "total_charge": 1,
  "multiplicity": 4,
  "lumo_energy_ev": [-3.91, -3.83]
}

{
  "formula": "C31H50NNaOP2S4",
  "method": "wB97M-V/def2-TZVPD",
  "elements": ["Na", "C", "C", "C", "P", "C", "C", "C", "C", "C", "C", "C", "C", "C", "N", "C", "C", "C", "C", "C", "C", "P", "C", "C", "C", "C", "C", "C", "H", "H", "H", "H", "H", "H", "H", "H", "H", "H", "H", "H", "H", "H", "H", "H", "H", "H", "H", "H", "H", "H", "H", "H", "H", "H", "H", "H", "H", "H", "H", "H", "H", "H", "H", "H", "S", "C", "S", "S", "C", "C", "C", "S", "O", "C", "C", "C", "H", "H", "H", "H", "H", "H", "H", "H", "H", "H", "H", "H", "H", "H"],
  "positions_angstrom": [[0.230, 0.209, -0.417], [-1.402, 3.713, 3.684], [-1.089, 4.184, 2.264], [-0.253, 5.459, 2.338], [-0.476, 2.720, 1.279], [-0.810, 3.162, -0.494], [-0.419, 4.526, -1.053], [-2.273, 2.869, -0.820], [1.362, 2.709, 1.417], [2.188, 3.797, 1.129], [3.563, 3.729, 1.227], [4.148, 2.530, 1.618], [3.367, 1.430, 1.885], [1.968, 1.478, 1.769], [1.194, 0.336, 1.851], [1.303, -0.537, 2.841], [1.985, -0.299, 4.078], [1.939, -1.198, 5.115], [1.234, -2.400, 5.026], [0.586, -2.670, 3.828], [0.620, -1.807, 2.744], [-0.217, -2.126, 1.164], [0.577, -3.663, 0.486], [0.502, -4.942, 1.310], [2.025, -3.325, 0.150], [-1.898, -2.709, 1.683], [-2.630, -1.531, 2.309], [-2.657, -3.221, 0.462], [-1.888, 4.505, 4.261], [-0.479, 3.444, 4.202], [-2.041, 2.831, 3.685], [-2.041, 4.420, 1.766], [0.700, 5.262, 2.830], [-0.779, 6.221, 2.926], [-0.039, 5.879, 1.359], [-0.213, 2.438, -1.067], [-1.001, 5.327, -0.587], [-0.611, 4.533, -2.126], [0.643, 4.732, -0.941], [-2.940, 3.606, -0.361], [-2.585, 1.882, -0.479], [-2.410, 2.913, -1.902], [1.747, 4.723, 0.796], [4.171, 4.580, 0.951], [5.228, 2.443, 1.662], [3.826, 0.478, 2.123], [2.520, 0.633, 4.201], [2.458, -0.951, 6.038], [1.191, -3.094, 5.857], [0.020, -3.592, 3.740], [0.043, -3.821, -0.461], [1.099, -4.851, 2.218], [0.896, -5.788, 0.741], [-0.518, -5.189, 1.605], [2.594, -3.151, 1.065], [2.107, -2.423, -0.458], [2.500, -4.146, -0.395], [-1.818, -3.507, 2.431], [-2.741, -0.717, 1.592], [-2.088, -1.133, 3.165], [-3.629, -1.832, 2.638], [-2.602, -2.491, -0.346], [-3.712, -3.387, 0.700], [-2.248, -4.162, 0.090], [2.753, 3.622, -3.452], [1.950, 2.200, -2.972], [2.665, 1.119, -1.806], [0.339, 1.859, -3.531], [-3.943, -1.759, -3.327], [-2.956, -2.443, -4.259], [-1.588, -2.604, -3.622], [-0.777, -1.010, -3.348], [-0.967, -0.828, -1.854], [0.917, -1.569, -3.506], [1.363, -1.841, -4.933], [1.490, -0.586, -5.783], [-4.882, -1.540, -3.836], [-3.546, -0.821, -2.940], [-4.161, -2.389, -2.464], [-2.858, -1.865, -5.181], [-3.337, -3.429, -4.548], [-0.932, -3.232, -4.229], [-1.661, -3.034, -2.623], [0.996, -2.453, -2.867], [1.498, -0.753, -3.052], [0.698, -2.571, -5.419], [2.339, -2.332, -4.861], [0.541, -0.062, -5.883], [1.860, -0.841, -6.778], [2.170, 0.125, -5.319]],
  "nbo_charge": [0.833, -0.606, -0.501, -0.615, 0.802, -0.538, -0.619, -0.610, -0.432, -0.169, -0.258, -0.184, -0.284, 0.294, -0.725, 0.320, -0.342, -0.188, -0.383, -0.113, -0.525, 0.849, -0.510, -0.615, -0.614, -0.511, -0.612, -0.617, 0.181, 0.207, 0.216, 0.206, 0.214, 0.182, 0.214, 0.263, 0.170, 0.235, 0.229, 0.177, 0.209, 0.222, 0.200, 0.197, 0.191, 0.204, 0.208, 0.184, 0.185, 0.175, 0.209, 0.213, 0.190, 0.196, 0.214, 0.235, 0.189, 0.192, 0.218, 0.228, 0.184, 0.230, 0.190, 0.196, -0.374, -0.496, -0.471, -0.465, -0.612, -0.402, -0.630, 1.294, -1.064, -0.656, -0.401, -0.616, 0.194, 0.231, 0.200, 0.200, 0.187, 0.213, 0.229, 0.209, 0.319, 0.172, 0.203, 0.223, 0.180, 0.247],
  "total_charge": -2,
  "multiplicity": 1,
  "lumo_energy_ev": 3.57
}

{
  "formula": "C31H51ClO15P2",
  "method": "wB97M-V/def2-TZVPD",
  "elements": ["C", "C", "C", "Cl", "P", "P", "O", "H", "H", "H", "H", "H", "H", "H", "H", "H", "O", "C", "C", "C", "C", "O", "H", "H", "H", "H", "H", "H", "O", "C", "C", "C", "C", "O", "H", "H", "H", "H", "H", "H", "O", "C", "C", "C", "C", "O", "H", "H", "H", "H", "H", "H", "O", "C", "C", "C", "C", "O", "H", "H", "H", "H", "H", "H", "O", "C", "C", "C", "C", "O", "H", "H", "H", "H", "H", "H", "O", "C", "C", "C", "C", "O", "H", "H", "H", "H", "H", "H", "O", "C", "C", "C", "C", "O", "H", "H", "H", "H", "H", "H"],
  "positions_angstrom": [[3.786, -0.018, 1.394], [3.311, 1.002, 0.171], [2.828, 2.436, 0.800], [2.304, 3.630, -0.517], [1.415, 2.074, 2.034], [-0.052, 0.700, 1.085], [-1.548, 1.239, 1.267], [4.798, -0.514, 1.079], [2.960, -0.872, 1.477], [3.821, 0.501, 2.444], [4.238, 1.079, -0.565], [2.444, 0.423, -0.397], [3.727, 2.877, 1.407], [0.736, 3.332, 2.371], [0.068, -0.567, 1.784], [0.177, 0.593, -0.345], [-6.024, 3.797, 4.471], [-5.631, 3.035, 3.603], [-5.896, 3.178, 2.135], [-5.539, 1.809, 1.614], [-4.488, 1.348, 2.589], [-4.844, 1.943, 3.836], [-5.240, 3.953, 1.728], [-6.945, 3.419, 1.946], [-5.193, 1.813, 0.577], [-6.416, 1.153, 1.675], [-3.486, 1.691, 2.313], [-4.475, 0.259, 2.691], [-7.821, 3.329, -0.369], [-7.428, 2.567, -1.236], [-7.693, 2.710, -2.704], [-7.336, 1.341, -3.226], [-6.285, 0.880, -2.250], [-6.641, 1.475, -1.003], [-7.037, 3.485, -3.112], [-8.741, 2.951, -2.894], [-6.989, 1.345, -4.262], [-8.213, 0.685, -3.164], [-5.282, 1.223, -2.527], [-6.272, -0.209, -2.149], [5.673, 2.322, 1.201], [6.541, 1.748, 1.836], [7.092, 2.195, 3.157], [8.353, 1.376, 3.267], [8.011, 0.136, 2.484], [7.122, 0.572, 1.457], [6.376, 1.947, 3.945], [7.308, 3.266, 3.151], [8.650, 1.167, 4.298], [9.180, 1.907, 2.779], [7.498, -0.613, 3.096], [8.898, -0.321, 2.035], [4.018, -1.228, -1.787], [4.508, -0.728, -2.785], [4.059, 0.549, -3.428], [4.718, 0.471, -4.782], [5.952, -0.345, -4.502], [5.583, -1.240, -3.455], [4.432, 1.394, -2.843], [2.971, 0.587, -3.513], [4.937, 1.449, -5.219], [4.064, -0.071, -5.477], [6.788, 0.272, -4.156], [6.272, -0.915, -5.379], [-6.716, -2.259, -3.632], [-7.157, -2.160, -4.765], [-6.629, -2.881, -5.968], [-7.258, -2.108, -7.100], [-8.538, -1.605, -6.486], [-8.239, -1.401, -5.106], [-6.974, -3.918, -5.943], [-5.538, -2.835, -6.008], [-7.418, -2.705, -8.002], [-6.616, -1.259, -7.367], [-9.350, -2.336, -6.563], [-8.864, -0.664, -6.936], [8.098, -2.301, 5.516], [7.203, -1.667, 6.051], [6.112, -2.250, 6.898], [5.115, -1.120, 6.951], [5.991, 0.099, 6.819], [7.082, -0.309, 5.995], [6.515, -2.485, 7.887], [5.685, -3.141, 6.432], [4.507, -1.116, 7.859], [4.439, -1.186, 6.090], [6.387, 0.432, 7.784], [5.462, 0.931, 6.346], [-1.492, -4.224, -3.202], [-1.499, -3.799, -2.058], [-1.012, -4.542, -0.851], [-1.607, -3.738, 0.277], [-1.685, -2.353, -0.311], [-1.917, -2.548, -1.705], [0.081, -4.520, -0.835], [-1.379, -5.571, -0.848], [-1.023, -3.781, 1.200], [-2.617, -4.105, 0.497], [-0.751, -1.795, -0.186], [-2.505, -1.772, 0.122]],
  "mulliken_charge": [-0.836, -0.085, -0.026, -0.206, -0.117, 0.427, -0.547, 0.171, 0.299, 0.186, -0.020, 0.231, 0.286, 0.128, 0.048, 0.098, -0.622, 0.438, -0.333, -0.116, -0.223, -0.386, 0.273, 0.246, 0.177, 0.154, 0.185, 0.269, -0.579, 0.434, -0.485, -0.306, -0.526, -0.217, 0.270, 0.311, 0.333, 0.193, 0.224, 0.333, -0.633, 0.475, -0.187, -0.498, -0.267, -0.316, -0.045, 0.347, 0.268, 0.338, 0.150, 0.288, -0.570, 0.483, -0.291, -0.560, -0.427, -0.358, 0.275, 0.323, 0.331, 0.274, 0.260, 0.314, -0.597, 0.497, -0.355, -0.495, -0.425, -0.328, 0.269, 0.279, 0.320, 0.262, 0.264, 0.313, -0.603, 0.470, -0.355, -0.496, -0.430, -0.250, 0.257, 0.274, 0.337, 0.241, 0.266, 0.303, -0.617, 0.454, -0.344, -0.555, 0.278, -0.384, 0.244, 0.305, 0.333, 0.286, -0.400, 0.324],
  "smiles": "CC[C@@H](Cl)P[PH2]=O.O=C1CCCO1.O=C1CCCO1.O=C1CCCO1.O=C1CCCO1.O=C1CCCO1.O=C1CCCO1.O=C1CCCO1",
  "multiplicity": 1,
  "lumo_energy_ev": 0.22
}

Per-record energy, eV: -96128.809; -102833.652; -94785.578